This record from the Open Molecules 2025 dataset describes C34H43Br2IrN4S as an isolated structure. The level of theory is ωB97M-V/def2-TZVPD.

The geometry in XYZ format:
```
85
Properties=species:S:1:pos:R:3
Ir 0.292 -0.682 0.789
C -1.437 0.334 -0.198
C -1.089 0.784 -1.554
C -1.434 -0.311 -2.470
C -2.085 -1.265 -1.722
C -2.193 -0.873 -0.357
C -3.099 -1.525 0.656
C -3.218 -0.702 1.941
C -4.489 -1.676 0.007
C -2.556 -2.928 1.004
C -1.194 -0.528 -3.963
C -1.334 -2.020 -4.307
C -2.281 0.192 -4.790
C 0.222 -0.113 -4.387
C -0.554 2.195 -1.755
C -1.067 2.914 -3.013
C -0.991 3.088 -0.575
C 1.005 2.124 -1.771
H -1.710 1.046 0.573
H -2.487 -2.189 -2.117
H -3.677 0.272 1.755
H -2.243 -0.545 2.414
H -3.847 -1.234 2.657
H -4.824 -0.738 -0.443
H -5.214 -1.965 0.770
H -4.487 -2.447 -0.767
H -1.628 -2.853 1.580
H -2.369 -3.524 0.105
H -3.287 -3.458 1.619
H -2.355 -2.384 -4.169
H -0.654 -2.646 -3.722
H -1.082 -2.159 -5.359
H -3.267 -0.201 -4.529
H -2.113 -0.003 -5.853
H -2.300 1.266 -4.643
H 0.976 -0.691 -3.840
H 0.430 0.939 -4.229
H 0.358 -0.318 -5.451
H -2.158 2.965 -3.015
H -0.736 2.466 -3.941
H -0.692 3.940 -2.999
H -2.080 3.131 -0.487
H -0.636 4.102 -0.766
H -0.565 2.767 0.375
H 1.399 2.151 -2.786
H 1.380 1.212 -1.294
H 1.417 2.976 -1.228
Br 0.095 -6.978 -1.233
C 0.487 -5.222 -0.753
C 0.482 -4.219 -1.709
C 0.720 -2.926 -1.297
N 0.958 -2.601 -0.015
C 1.027 -3.594 0.897
C 0.784 -4.910 0.567
C 1.383 -3.169 2.273
C 2.091 -3.992 3.125
C 2.451 -3.500 4.371
Br 3.431 -4.565 5.545
C 2.088 -2.211 4.725
C 1.389 -1.452 3.808
N 1.042 -1.912 2.600
H 0.293 -4.441 -2.751
H 0.740 -2.109 -2.006
H 0.803 -5.681 1.326
H 2.382 -4.988 2.817
H 2.343 -1.804 5.694
H 1.085 -0.443 4.047
N 3.424 0.897 0.636
C 2.712 1.753 1.380
S 1.112 1.365 1.880
N 3.327 2.872 1.740
C 2.881 4.026 2.477
C 3.860 4.684 3.210
C 3.539 5.820 3.934
C 2.238 6.302 3.929
C 1.271 5.651 3.178
C 1.586 4.516 2.441
H 3.011 0.022 0.374
H 4.356 1.106 0.318
H 4.314 2.906 1.531
H 4.878 4.306 3.221
H 4.309 6.328 4.502
H 1.982 7.187 4.499
H 0.258 6.033 3.148
H 0.826 4.053 1.826
```

Output
**Lowest unoccupied orbital energy (spin up / spin down)**: -5.9 / -7.5 eV
**Net charge**: +2
**<S²>**: 6.02
**2S+1**: 5
**HOMO-LUMO gap (spin up / spin down)**: 7.080 / 6.133 eV
**Energy relative to the best compared isomer or geometry (same formula, charge and spin)**: 58.87 kJ/mol

Charges in e, computed with Löwdin, in the same order as the atoms: 1.114 -0.231 -0.032 -0.073 0.009 -0.181 -0.551 -0.041 -0.018 -0.026 -0.519 -0.051 -0.015 -0.022 -0.497 -0.032 -0.064 -0.018 0.091 0.125 0.100 0.068 0.100 0.102 0.100 0.091 0.059 0.089 0.104 0.092 0.058 0.102 0.098 0.101 0.062 0.085 0.051 0.101 0.102 0.060 0.101 0.106 0.098 0.012 0.082 0.045 0.089 0.891 -0.663 -0.074 -0.102 -0.045 -0.225 -0.037 -0.219 -0.034 -0.664 0.882 -0.064 -0.113 -0.026 0.114 0.102 0.126 0.122 0.123 0.088 0.124 -0.737 0.704 0.090 -0.234 -0.022 -0.055 -0.058 -0.055 -0.050 0.062 0.131 0.155 0.120 0.118 0.117 0.116 0.067